This record from the Open Molecules 2025 dataset describes a 2-piece molecular cluster, C4H3ClFNS overall at a distorted geometry. The level of theory is the ωB97M-V functional and the def2-TZVPD basis.

Gap between HOMO and LUMO ... 8.945 eV
HOMO ... -10.01 eV
E_LUMO ... -1.06 eV

Geometry (Å):
C  0.88115  -0.18343  -0.45303
C  -0.60966  0.22707  -0.64629
C  -1.33090  1.36818  -0.05063
C  -0.24331  -1.02014  0.06010
H  1.99961  0.46973  2.18182
H  1.14065  -0.80964  -1.35109
H  -0.86445  0.13996  -1.83132
N  -2.03804  2.25436  0.53332
F  -0.85839  -2.13395  -0.60375
S  2.36953  0.53602  0.34383
Cl  -0.44620  -0.84817  1.81705

Atoms 1-2, force components in eV/Å:
C 0.59 -1.81 -0.99
C -0.29 1.83 -3.26

This record from the Open Molecules 2025 dataset describes C4H3ClN2O2S as an isolated structure at a distorted geometry. The level of theory is the ωB97M-V functional and the def2-TZVPD basis.

Gap between HOMO and LUMO ... 10.891 eV
HOMO ... -12.12 eV
E_LUMO ... -1.23 eV

Geometry (Å):
C  0.76700  -2.66944  0.46182
C  -1.82802  -2.47651  0.13813
C  0.15243  0.33019  0.21835
C  -0.28270  -2.11894  1.20698
N  1.54457  -3.35331  -0.07751
N  -2.75576  -2.81221  -0.39355
O  0.83426  -0.47466  2.76839
O  -1.56262  -0.13797  2.28695
S  -0.24001  -0.42701  1.81334
Cl  -0.58230  -2.95107  2.66596
H  0.49051  -0.49904  -0.38761
H  -0.75264  0.88451  -0.08954
H  0.87127  1.14781  0.18876

Atoms 1-2, force components in eV/Å:
C 2.76 -2.47 -1.78
C 6.58 2.28 4.14

This record from the Open Molecules 2025 dataset describes an isolated ion of composition C4H3ClNO2S and charge -1 at a distorted geometry. The level of theory is the ωB97M-V functional and the def2-TZVPD basis.

<S²> ... 2.006
Gap between HOMO and LUMO (spin up / spin down) ... 4.102 / 6.303 eV
Total charge ... -1
Spin multiplicity ... 3
HOMO (spin up / spin down) ... -0.78 / -5.02 eV
E_LUMO (spin up / spin down) ... 3.32 / 1.28 eV

Geometry (Å):
C  0.57310  -0.20374  0.72551
C  2.73877  -0.79527  -0.19482
C  -0.47087  0.70775  0.07093
C  -1.82329  0.02425  -0.14605
N  1.88998  -0.12339  0.30534
O  0.32533  -0.95675  1.63686
O  3.56896  -1.39380  -0.73277
S  -0.53786  2.25976  0.85438
Cl  0.32061  0.90535  -1.82927
H  -2.34834  0.83548  -0.53672
H  -2.21487  -0.35310  0.74985
H  -2.02151  -0.90655  -0.90322

Atoms 1-2, force components in eV/Å:
C -1.48 1.58 -0.21
C -1.84 0.99 0.55

This record from the Open Molecules 2025 dataset describes a 2-piece molecular cluster, C4H3ClO5 overall at a distorted geometry. The level of theory is the ωB97M-V functional and the def2-TZVPD basis.

Gap between HOMO and LUMO (spin up / spin down) ... 6.495 / 6.494 eV
Total charge ... -2
HOMO (spin up / spin down) ... -0.41 / -0.41 eV
E_LUMO (spin up / spin down) ... 6.08 / 6.08 eV

Geometry (Å):
C  0.09952  1.29977  -1.17526
C  -1.09915  -1.80256  1.34826
C  0.55682  0.72139  0.16493
C  -1.35374  -0.38417  0.87472
O  -0.62252  2.29028  -1.14528
O  -1.25558  -2.08790  2.56834
O  0.63522  0.73209  -2.22715
O  -0.86060  -2.60665  0.40982
O  1.63868  -0.08062  0.08395
Cl  -2.06008  0.58338  2.20241
H  0.50704  1.45971  1.12249
H  -1.93919  -0.00497  -0.06234
H  1.49697  -0.59643  -0.79619

Atoms 1-2, force components in eV/Å:
C 1.76 -1.09 -1.83
C -0.92 -1.20 -0.19